Here is a 11-piece molecular cluster, C51H121N3O11 overall in a non-equilibrium geometry from the OMol25 dataset. Energies are from ωB97M-V with the def2-TZVPD basis set.

Last columns: bonded neighbours and bond lengths (Å).
Positions of all 186 atoms, in Å:
1 C -1.404 -1.495 -1.755  C2 1.544, H12 1.091, H13 1.090, H14 1.095
2 C -1.765 -0.394 -0.735  C1 1.544, C3 1.531, C4 1.537, N10 1.461
3 C -3.287 -0.237 -0.782  C2 1.531, H15 1.092, H16 1.092, H17 1.093
4 C -1.406 -0.833 0.694  C2 1.537, C5 1.526, H18 1.091, H19 1.097
5 C 0.062 -0.647 1.064  C4 1.526, C6 1.505, H20 1.089, H21 1.094
6 C 0.412 0.798 0.828  C5 1.505, C7 1.526, H22 1.098, H23 1.095
7 C 0.225 1.236 -0.622  C6 1.526, C8 1.516, C9 1.527, N10 1.468
8 C 0.373 2.744 -0.632  C7 1.516, H24 1.091, H25 1.095, H26 1.089
9 C 1.321 0.616 -1.486  C7 1.527, H27 1.091, H28 1.092, H29 1.092
10 N -1.144 0.895 -1.029  C2 1.461, C7 1.468, O11 1.423
11 O -1.382 1.272 -2.381  N10 1.423, H30 0.963
12 H -1.903 -1.299 -2.706  C1 1.091
13 H -0.339 -1.651 -1.923  C1 1.090
14 H -1.821 -2.439 -1.390  C1 1.095
15 H -3.822 -1.153 -0.523  C3 1.092
16 H -3.570 0.591 -0.128  C3 1.092
17 H -3.604 0.010 -1.798  C3 1.093
18 H -2.065 -0.345 1.415  C4 1.091
19 H -1.616 -1.909 0.694  C4 1.097
20 H 0.152 -0.967 2.101  C5 1.089
21 H 0.693 -1.347 0.508  C5 1.094
22 H 1.462 0.999 1.082  C6 1.098
23 H -0.200 1.414 1.494  C6 1.095
24 H 1.395 3.072 -0.439  C8 1.091
25 H -0.287 3.192 0.118  C8 1.095
26 H 0.064 3.180 -1.581  C8 1.089
27 H 1.371 -0.460 -1.313  C9 1.091
28 H 2.302 1.010 -1.212  C9 1.092
29 H 1.159 0.808 -2.548  C9 1.092
30 H -1.941 2.052 -2.297  O11 0.963
31 C 0.322 -5.097 -0.819  C32 1.532, H42 1.092, H43 1.089, H44 1.092
32 C 0.588 -5.323 0.673  C31 1.532, C33 1.539, C34 1.533, N40 1.450
33 C 1.138 -6.751 0.845  C32 1.539, H45 1.097, H46 1.092, H47 1.088
34 C 1.640 -4.290 1.093  C32 1.533, C35 1.537, H48 1.094, H49 1.092
35 C 1.713 -4.042 2.609  C34 1.537, C36 1.510, H50 1.097, H51 1.092
36 C 0.345 -3.775 3.190  C35 1.510, C37 1.533, H52 1.095, H53 1.091
37 C -0.699 -4.830 2.809  C36 1.533, C38 1.547, C39 1.525, N40 1.445
38 C -0.440 -6.103 3.649  C37 1.547, H54 1.090, H55 1.089, H56 1.096
39 C -2.080 -4.324 3.211  C37 1.525, H57 1.093, H58 1.089, H59 1.093
40 N -0.650 -5.070 1.385  C32 1.450, C37 1.445, O41 1.410
41 O -1.707 -5.880 0.922  N40 1.410, H60 0.968
42 H 1.267 -4.946 -1.345  C31 1.092
43 H -0.208 -5.937 -1.267  C31 1.089
44 H -0.274 -4.186 -0.913  C31 1.092
45 H 0.305 -7.463 0.817  C33 1.097
46 H 1.762 -7.015 -0.011  C33 1.092
47 H 1.649 -6.944 1.786  C33 1.088
48 H 2.621 -4.715 0.864  C34 1.094
49 H 1.501 -3.362 0.536  C34 1.092
50 H 2.145 -4.965 3.013  C35 1.097
51 H 2.416 -3.237 2.829  C35 1.092
52 H 0.000 -2.834 2.749  C36 1.095
53 H 0.301 -3.690 4.277  C36 1.091
54 H 0.582 -6.470 3.560  C38 1.090
55 H -1.147 -6.898 3.414  C38 1.089
56 H -0.531 -5.856 4.713  C38 1.096
57 H -2.121 -4.179 4.293  C39 1.093
58 H -2.826 -5.074 2.952  C39 1.089
59 H -2.316 -3.358 2.758  C39 1.093
60 H -2.310 -5.246 0.508  O41 0.968
61 C 4.917 2.423 -0.056  C62 1.532, H72 1.093, H73 1.096, H74 1.087
62 C 5.417 1.054 0.418  C61 1.532, C63 1.547, C64 1.518, N70 1.466
63 C 6.959 1.075 0.532  C62 1.547, H75 1.094, H76 1.090, H77 1.088
64 C 4.813 0.798 1.788  C62 1.518, C65 1.532, H78 1.096, H79 1.096
65 C 4.817 -0.665 2.242  C64 1.532, C66 1.516, H80 1.101, H81 1.092
66 C 4.361 -1.598 1.137  C65 1.516, C67 1.521, H82 1.101, H83 1.095
67 C 5.037 -1.367 -0.206  C66 1.521, C68 1.538, C69 1.524, N70 1.461
68 C 6.469 -1.929 -0.173  C67 1.538, H84 1.095, H85 1.091, H86 1.092
69 C 4.249 -2.149 -1.251  C67 1.524, H87 1.093, H88 1.093, H89 1.094
70 N 4.918 0.052 -0.529  C62 1.466, C67 1.461, O71 1.416
71 O 5.409 0.326 -1.829  N70 1.416, H90 0.963
72 H 5.423 2.708 -0.983  C61 1.093
73 H 3.866 2.328 -0.351  C61 1.096
74 H 5.055 3.197 0.695  C61 1.087
75 H 7.299 2.111 0.625  C63 1.094
76 H 7.292 0.521 1.410  C63 1.090
77 H 7.474 0.684 -0.343  C63 1.088
78 H 5.385 1.336 2.552  C64 1.096
79 H 3.792 1.189 1.863  C64 1.096
80 H 5.826 -0.976 2.553  C65 1.101
81 H 4.247 -0.815 3.161  C65 1.092
82 H 3.271 -1.493 1.029  C66 1.101
83 H 4.531 -2.646 1.405  C66 1.095
84 H 6.430 -3.023 -0.169  C68 1.095
85 H 7.071 -1.658 0.695  C68 1.091
86 H 7.024 -1.641 -1.068  C68 1.092
87 H 4.048 -3.173 -0.925  C69 1.093
88 H 4.726 -2.253 -2.229  C69 1.093
89 H 3.306 -1.631 -1.447  C69 1.094
90 H 4.640 0.653 -2.306  O71 0.963
91 C 1.237 -0.002 4.323  C92 1.512, H95 1.100, H96 1.090, H97 1.094
92 C 1.823 0.425 5.650  C91 1.512, C93 1.513, O94 1.435, H98 1.096
93 C 3.243 0.928 5.509  C92 1.513, H99 1.093, H100 1.090, H101 1.091
94 O 1.062 1.509 6.203  C92 1.435, H102 0.962
95 H 1.728 -0.921 3.972  C91 1.100
96 H 1.384 0.716 3.517  C91 1.090
97 H 0.176 -0.253 4.418  C91 1.094
98 H 1.806 -0.409 6.360  C92 1.096
99 H 3.921 0.076 5.413  C93 1.093
100 H 3.546 1.495 6.388  C93 1.090
101 H 3.370 1.560 4.628  C93 1.091
102 H 0.128 1.284 6.155  O94 0.962
103 C -3.812 -4.579 -2.164  C104 1.517, H107 1.088, H108 1.089, H109 1.092
104 C -4.666 -4.535 -0.911  C103 1.517, C105 1.517, O106 1.444, H110 1.098
105 C -5.254 -5.886 -0.552  C104 1.517, H111 1.092, H112 1.090, H113 1.092
106 O -3.851 -4.030 0.168  C104 1.444, H114 0.962
107 H -3.660 -3.577 -2.559  C103 1.088
108 H -4.323 -5.166 -2.926  C103 1.089
109 H -2.860 -5.058 -1.925  C103 1.092
110 H -5.506 -3.845 -1.066  C104 1.098
111 H -6.083 -5.792 0.153  C105 1.092
112 H -4.500 -6.548 -0.126  C105 1.090
113 H -5.679 -6.330 -1.455  C105 1.092
114 H -4.443 -3.670 0.835  O106 0.962
115 C 0.622 -1.178 -5.168  C116 1.518, H119 1.090, H120 1.094, H121 1.098
116 C 1.771 -1.867 -4.454  C115 1.518, C117 1.520, O118 1.430, H122 1.098
117 C 1.699 -3.386 -4.473  C116 1.520, H123 1.095, H124 1.088, H125 1.092
118 O 3.004 -1.414 -5.019  C116 1.430, H126 0.961
119 H 0.772 -1.194 -6.248  C115 1.090
120 H 0.417 -0.151 -4.852  C115 1.094
121 H -0.346 -1.644 -4.940  C115 1.098
122 H 1.727 -1.571 -3.398  C116 1.098
123 H 1.808 -3.753 -5.499  C117 1.095
124 H 0.749 -3.743 -4.082  C117 1.088
125 H 2.534 -3.773 -3.885  C117 1.092
126 H 3.495 -2.158 -5.379  O118 0.961
127 C -5.160 2.195 -3.067  C128 1.511, H131 1.092, H132 1.088, H133 1.092
128 C -6.537 2.140 -2.448  C127 1.511, C129 1.524, O130 1.439, H134 1.096
129 C -6.872 0.772 -1.867  C128 1.524, H135 1.096, H136 1.088, H137 1.093
130 O -6.609 3.111 -1.389  C128 1.439, H138 0.962
131 H -5.145 1.431 -3.847  C127 1.092
132 H -4.396 2.021 -2.313  C127 1.088
133 H -4.972 3.137 -3.586  C127 1.092
134 H -7.283 2.397 -3.209  C128 1.096
135 H -7.803 0.897 -1.303  C129 1.096
136 H -6.095 0.380 -1.215  C129 1.088
137 H -7.131 0.051 -2.647  C129 1.093
138 H -7.459 3.044 -0.945  O130 0.962
139 C -4.300 1.520 2.507  C140 1.507, H143 1.091, H144 1.088, H145 1.097
140 C -5.424 2.245 1.813  C139 1.507, C141 1.525, O142 1.423, H146 1.101
141 C -6.774 1.553 1.964  C140 1.525, H147 1.095, H148 1.089, H149 1.092
142 O -5.456 3.594 2.266  C140 1.423, H150 0.962
143 H -3.428 2.174 2.530  C139 1.091
144 H -4.108 0.557 2.038  C139 1.088
145 H -4.528 1.280 3.553  C139 1.097
146 H -5.181 2.278 0.740  C140 1.101
147 H -7.500 2.139 1.391  C141 1.095
148 H -7.080 1.475 3.006  C141 1.089
149 H -6.760 0.556 1.517  C141 1.092
150 H -6.089 4.082 1.730  O142 0.962
151 C -2.694 5.197 -2.434  C152 1.513, H155 1.093, H156 1.090, H157 1.092
152 C -3.328 4.886 -1.095  C151 1.513, C153 1.510, O154 1.441, H158 1.097
153 C -2.687 5.710 -0.004  C152 1.510, H159 1.089, H160 1.092, H161 1.094
154 O -4.701 5.316 -1.179  C152 1.441, H162 0.964
155 H -1.717 4.720 -2.546  C151 1.093
156 H -2.555 6.274 -2.535  C151 1.090
157 H -3.294 4.843 -3.275  C151 1.092
158 H -3.306 3.805 -0.910  C152 1.097
159 H -2.965 5.384 0.997  C153 1.089
160 H -3.005 6.745 -0.144  C153 1.092
161 H -1.598 5.731 -0.102  C153 1.094
162 H -5.230 4.560 -1.459  O154 0.964
163 C 2.198 5.321 -2.808  C164 1.519, H167 1.092, H168 1.092, H169 1.095
164 C 2.069 5.045 -4.296  C163 1.519, C165 1.515, O166 1.435, H170 1.096
165 C 1.302 3.765 -4.557  C164 1.515, H171 1.090, H172 1.090, H173 1.092
166 O 1.279 6.074 -4.909  C164 1.435, H174 0.962
167 H 1.194 5.312 -2.378  C163 1.092
168 H 2.712 6.258 -2.583  C163 1.092
169 H 2.776 4.529 -2.320  C163 1.095
170 H 3.048 4.988 -4.784  C164 1.096
171 H 1.146 3.667 -5.632  C165 1.090
172 H 0.334 3.804 -4.058  C165 1.090
173 H 1.863 2.890 -4.221  C165 1.092
174 H 1.524 6.922 -4.527  O166 0.962
175 C 2.497 3.972 2.719  C176 1.526, H179 1.095, H180 1.093, H181 1.095
176 C 2.912 5.335 2.173  C175 1.526, C177 1.506, O178 1.416, H182 1.104
177 C 1.931 5.840 1.147  C176 1.506, H183 1.091, H184 1.092, H185 1.091
178 O 3.049 6.320 3.182  C176 1.416, H186 0.962
179 H 2.390 3.275 1.882  C175 1.095
180 H 1.562 4.009 3.285  C175 1.093
181 H 3.235 3.529 3.397  C175 1.095
182 H 3.864 5.162 1.642  C176 1.104
183 H 1.943 5.217 0.251  C177 1.091
184 H 2.218 6.833 0.793  C177 1.092
185 H 0.918 5.882 1.551  C177 1.091
186 H 3.669 6.001 3.845  O178 0.962

Results
Structure (SMILES)   CC1(C)CCCC(C)(C)N1O.CC1(C)CCCC(C)(C)N1O.CC1(C)CCCC(C)(C)N1O.CC(C)O.CC(C)O.CC(C)O.CC(C)O.CC(C)O.CC(C)O.CC(C)O.CC(C)O
E   -3007.5660 a.u.
Energy above the lowest of the compared OMol25 structures with the same formula, charge and spin   0.000 eV
Orbital gap   8.3 eV
Charge   0